Entry from OMol25: a molecular structure, C30H65BI2O18S at a distorted geometry (ωB97M-V with the def2-TZVPD basis set).

The geometry in XYZ format:
```
117
Properties=species:S:1:pos:R:3:forces:R:3
C 2.866 4.101 5.850 -0.6 0.9 0.5
C 2.080 5.316 5.162 -2.0 -0.7 -0.1
I 3.371 6.919 4.401 -0.8 -1.3 0.6
C 0.672 5.345 5.030 3.4 0.1 0.4
I -0.215 7.084 4.025 0.4 -1.3 0.9
C -0.247 4.155 5.556 0.1 -0.1 -0.9
C -0.318 3.839 7.112 0.1 0.4 0.3
B -0.473 5.154 8.062 -0.1 1.3 1.1
O -1.280 6.288 7.738 0.8 -2.3 1.2
O 0.204 5.216 9.339 -1.1 -1.1 -2.0
C 0.027 2.745 4.827 1.0 -1.3 0.4
O -1.132 2.277 4.060 -0.4 3.4 0.7
S -1.890 3.721 3.653 -2.6 -0.7 -4.9
O -1.240 4.258 2.402 -0.6 -1.0 4.5
O -3.342 3.467 3.357 4.1 0.7 2.5
O -1.581 4.531 5.096 -0.4 -1.8 -1.6
H 3.970 4.339 6.000 -1.6 -0.4 -0.5
H 2.419 4.000 6.898 0.7 0.0 -1.4
H 2.703 3.132 5.289 0.4 1.2 0.6
H 0.601 3.278 7.507 -1.1 0.7 -1.1
H -1.190 3.113 7.271 1.0 1.1 -0.3
H -1.689 6.542 8.595 0.5 0.4 -0.7
H 0.562 4.334 9.565 -0.1 0.8 -0.1
H 0.915 2.713 4.114 -1.1 0.3 1.1
H 0.119 2.005 5.685 0.2 0.7 -1.4
C -3.156 1.505 -0.187 0.1 0.1 -0.2
O -1.926 1.633 -0.876 0.0 -0.3 0.1
C -0.858 1.991 -0.007 0.0 0.0 -0.6
C 0.479 1.608 -0.627 -0.1 0.1 0.3
O 0.788 0.220 -0.494 -0.2 0.0 -0.2
C 0.040 -0.667 -1.329 0.3 0.0 0.1
C 0.464 -0.608 -2.789 -0.6 0.2 0.0
O -0.119 0.521 -3.430 0.3 0.1 0.0
C 0.604 0.912 -4.582 -0.2 0.0 0.2
H -3.439 2.456 0.276 -0.1 -0.1 0.1
H -3.923 1.218 -0.908 0.1 0.1 0.0
H -3.087 0.719 0.573 0.0 0.1 0.1
H -0.965 1.483 0.958 0.0 0.0 0.0
H -0.901 3.074 0.147 0.1 0.0 0.2
H 1.266 2.132 -0.076 0.0 -0.1 0.1
H 0.552 1.931 -1.667 -0.2 0.0 0.0
H -1.034 -0.513 -1.203 0.0 0.2 -0.2
H 0.263 -1.668 -0.952 0.0 0.1 0.0
H 0.107 -1.505 -3.310 0.2 -0.2 0.1
H 1.557 -0.563 -2.851 0.0 0.0 0.0
H 1.626 1.197 -4.311 0.1 -0.1 -0.1
H 0.108 1.782 -5.014 -0.1 -0.1 0.1
H 0.619 0.105 -5.321 0.1 0.0 -0.1
C 7.487 -3.808 1.861 -0.3 0.0 -0.2
O 6.092 -3.935 1.665 0.1 0.2 0.1
C 5.409 -4.257 2.870 -0.2 0.0 -0.5
C 3.937 -3.874 2.766 0.1 0.0 0.3
O 3.700 -2.481 2.964 0.2 -0.1 -0.2
C 4.095 -1.620 1.891 -0.3 0.0 0.1
C 3.171 -1.705 0.686 0.6 -0.2 -0.2
O 3.482 -2.856 -0.096 -0.2 -0.2 0.1
C 2.393 -3.266 -0.898 0.4 0.0 0.1
H 7.914 -4.751 2.215 0.1 0.0 0.1
H 7.942 -3.548 0.904 -0.1 -0.1 0.0
H 7.701 -3.004 2.573 0.1 -0.1 0.1
H 5.859 -3.727 3.718 0.0 0.0 0.0
H 5.500 -5.338 3.029 -0.1 -0.1 0.2
H 3.403 -4.375 3.578 0.1 0.1 0.0
H 3.494 -4.222 1.832 0.2 0.0 -0.1
H 5.140 -1.783 1.622 -0.1 -0.1 -0.2
H 4.024 -0.607 2.299 -0.1 -0.1 0.0
H 3.316 -0.825 0.050 -0.2 0.2 0.1
H 2.130 -1.740 1.024 0.0 0.1 0.0
H 1.538 -3.535 -0.267 -0.1 0.1 -0.1
H 2.696 -4.150 -1.459 0.1 0.1 0.0
H 2.113 -2.475 -1.599 -0.1 -0.1 0.0
C -2.258 -9.164 -4.240 0.2 0.0 0.2
O -0.907 -9.224 -3.826 -0.1 0.2 -0.2
C -0.094 -9.940 -4.748 0.1 0.2 0.5
C 1.370 -9.550 -4.580 -0.1 -0.1 -0.3
O 1.699 -8.309 -5.201 -0.2 0.0 0.3
C 1.216 -7.134 -4.545 0.3 0.0 -0.2
C 1.977 -6.808 -3.268 -0.6 -0.2 0.2
O 1.514 -7.621 -2.195 0.2 -0.1 0.0
C 2.474 -7.737 -1.161 -0.3 0.0 -0.2
H -2.684 -10.170 -4.310 -0.1 0.0 -0.1
H -2.816 -8.593 -3.497 0.1 -0.1 0.0
H -2.340 -8.650 -5.203 -0.1 -0.1 -0.1
H -0.407 -9.728 -5.776 0.0 0.0 0.0
H -0.219 -11.010 -4.544 0.1 -0.1 -0.2
H 1.976 -10.300 -5.095 -0.1 0.1 -0.1
H 1.674 -9.562 -3.532 -0.2 0.1 0.1
H 0.139 -7.191 -4.380 0.1 -0.1 0.3
H 1.388 -6.321 -5.256 0.1 -0.1 0.0
H 1.796 -5.762 -2.991 0.1 0.1 -0.2
H 3.049 -6.960 -3.431 0.0 0.0 -0.1
H 3.387 -8.207 -1.542 0.1 0.1 0.1
H 2.058 -8.376 -0.382 -0.1 0.1 -0.1
H 2.703 -6.755 -0.735 0.1 0.0 0.0
C -6.894 8.186 -3.655 0.3 -0.1 0.2
O -6.056 7.458 -2.781 -0.2 -0.1 -0.2
C -6.798 6.673 -1.854 0.6 0.1 0.0
C -5.939 5.538 -1.310 -0.3 -0.1 0.0
O -5.827 4.434 -2.206 0.1 0.3 -0.1
C -4.992 4.639 -3.350 0.0 -0.3 0.2
C -3.509 4.642 -3.012 -0.1 0.5 -0.1
O -3.124 5.906 -2.480 0.0 -0.1 0.2
C -1.947 5.822 -1.700 -0.3 0.1 -0.1
H -7.523 8.884 -3.093 -0.1 0.0 -0.1
H -6.261 8.750 -4.341 0.0 0.0 0.1
H -7.517 7.504 -4.243 -0.1 0.1 0.0
H -7.687 6.252 -2.338 0.0 0.0 0.0
H -7.109 7.329 -1.033 -0.2 -0.1 0.1
H -6.438 5.139 -0.422 0.0 0.0 -0.1
H -4.957 5.890 -0.990 0.0 0.2 -0.2
H -5.292 5.533 -3.900 0.2 0.1 0.1
H -5.188 3.782 -4.001 0.0 0.0 0.1
H -2.924 4.477 -3.925 0.0 -0.2 0.0
H -3.295 3.841 -2.296 0.0 -0.1 0.0
H -2.105 5.155 -0.845 0.1 -0.1 0.0
H -1.717 6.818 -1.321 -0.1 0.0 -0.1
H -1.107 5.467 -2.307 0.1 -0.1 0.1
```
Forces are in eV/Å.

E_HOMO (eV): -8.894
Kohn-Sham gap (eV): 8.4

Results of the Mulliken charge analysis, in e, for atoms 1 through 5: atom 1 (C): -0.715, atom 2 (C): -0.136, atom 3 (I): 0.030, atom 4 (C): -0.559, atom 5 (I): 0.074

Entry from OMol25: 6 unconnected molecules or ions with the total composition C30H65F8O20P4 at a distorted geometry (ωB97M-V with the def2-TZVPD basis set).

The geometry in XYZ format:
```
127
Properties=species:S:1:pos:R:3:forces:R:3
O -12.038 12.571 -20.720 -1.0 -0.1 -0.4
C -12.692 13.722 -20.673 0.3 1.5 0.7
O -12.038 14.743 -20.352 -1.4 -0.6 -0.5
O -13.946 13.809 -20.865 0.9 -0.1 0.0
H -11.186 12.956 -20.500 1.3 -0.6 0.3
C -8.176 5.884 -20.242 0.7 0.1 -0.3
C -7.352 6.376 -21.491 -0.7 -0.7 1.9
O -7.522 7.810 -21.496 1.6 0.5 -1.0
P -6.525 8.674 -22.453 -0.8 0.6 0.2
O -6.187 8.054 -23.742 -0.4 0.5 0.6
O -7.358 10.076 -22.557 1.2 -0.9 0.0
C -7.569 10.929 -21.410 -0.3 -0.5 0.3
C -8.954 10.671 -20.823 0.8 0.4 0.2
O -5.222 9.004 -21.556 -2.3 -0.8 0.2
C -4.303 9.973 -22.001 1.5 -0.1 -0.1
C -2.935 9.280 -21.965 -0.4 0.7 -0.3
H -8.360 4.810 -20.266 -0.4 0.1 -0.5
H -7.660 5.984 -19.287 0.6 0.4 -0.2
H -9.075 6.482 -20.087 -0.2 -0.3 -0.5
H -6.315 6.072 -21.349 0.2 0.4 0.0
H -7.659 5.909 -22.427 -0.4 0.4 0.0
H -6.813 10.755 -20.644 0.1 -0.4 0.0
H -7.402 11.972 -21.677 -0.3 -0.1 -0.6
H -8.954 11.214 -19.878 -0.4 0.1 0.1
H -9.756 11.027 -21.470 0.0 -0.2 0.0
H -9.057 9.613 -20.580 -0.1 0.1 -0.2
H -4.547 10.335 -23.000 0.0 0.0 0.0
H -4.308 10.799 -21.289 -0.2 0.2 -0.1
H -2.766 8.926 -20.948 0.1 -0.3 -0.2
H -2.928 8.483 -22.709 0.1 -0.2 0.3
H -2.146 9.988 -22.219 0.0 0.0 0.0
C -19.747 13.130 -16.965 0.7 -0.7 -0.3
C -18.698 12.679 -18.049 -0.7 0.2 2.7
O -19.019 13.373 -19.193 0.3 1.1 -2.8
P -17.946 13.687 -20.359 0.5 0.3 -0.2
O -16.894 14.690 -20.092 -1.5 -1.3 -0.3
O -18.858 14.046 -21.632 1.3 1.2 0.5
C -19.762 13.126 -22.154 -1.8 -1.3 0.2
C -20.725 13.762 -23.144 1.0 1.1 0.9
O -17.448 12.187 -20.742 -1.1 1.6 1.4
C -16.671 12.075 -21.893 1.4 -1.9 -1.1
C -15.619 11.021 -21.542 0.9 0.3 0.1
H -19.475 12.757 -15.978 0.1 -0.3 0.0
H -19.751 14.214 -16.854 0.0 0.0 -0.4
H -20.755 12.781 -17.188 0.0 0.1 -0.1
H -17.729 12.987 -17.654 0.3 -0.2 -0.2
H -18.709 11.610 -18.262 0.0 -0.1 0.3
H -19.295 12.269 -22.639 0.4 0.0 0.2
H -20.327 12.788 -21.285 -0.3 -0.6 -0.2
H -21.547 13.098 -23.413 0.3 0.1 -0.2
H -21.091 14.646 -22.621 -0.5 0.0 -0.2
H -20.130 14.156 -23.969 -0.4 -0.3 -0.4
H -17.276 11.668 -22.703 -0.3 0.0 -0.1
H -16.226 12.988 -22.288 0.0 0.3 0.5
H -14.947 10.737 -22.352 -0.3 0.0 -0.4
H -14.925 11.414 -20.799 -0.2 0.2 0.3
H -16.050 10.118 -21.112 -0.3 0.1 -0.2
C -17.182 13.470 -14.016 0.3 -0.2 0.7
C -16.891 14.664 -14.924 -0.6 0.3 0.4
O -15.481 14.969 -15.000 0.5 -0.7 -0.8
P -14.586 14.591 -16.282 -0.4 2.0 -2.0
O -15.095 15.088 -17.617 1.0 -1.3 2.8
O -14.410 13.035 -16.091 0.5 -0.6 -1.0
C -13.750 12.155 -17.061 1.9 -0.4 0.5
C -12.220 12.449 -17.204 -0.9 0.9 0.3
O -13.119 15.185 -15.885 -1.3 -0.6 0.3
C -12.921 16.601 -15.884 1.1 1.1 0.3
C -11.573 16.951 -15.198 -0.3 -0.5 -0.2
H -18.218 13.139 -13.953 -0.2 0.4 -0.6
H -16.612 12.582 -14.292 0.2 0.1 -0.3
H -16.954 13.648 -12.965 0.4 0.3 0.0
H -17.408 14.513 -15.872 0.7 0.0 -0.5
H -17.289 15.614 -14.566 -0.3 -0.3 0.4
H -13.874 11.158 -16.638 -0.4 0.1 -0.2
H -14.076 12.205 -18.100 -1.1 0.2 0.4
H -11.773 12.760 -16.260 -0.1 0.0 0.0
H -11.599 11.657 -17.624 -0.5 -0.3 -0.1
H -12.197 13.294 -17.891 0.5 0.2 0.1
H -12.860 16.946 -16.916 -0.2 0.0 -0.1
H -13.710 17.161 -15.381 -0.3 -0.4 0.0
H -10.773 16.550 -15.821 0.2 0.0 0.2
H -11.401 18.018 -15.054 -0.3 0.2 -0.6
H -11.472 16.580 -14.178 -0.2 -0.5 -0.1
C -11.410 12.243 -23.963 -0.1 0.8 -0.4
C -11.731 13.592 -24.654 -0.4 -2.8 -0.9
O -12.389 14.376 -23.698 0.2 0.9 0.8
P -12.253 15.944 -23.795 -0.5 1.5 -0.3
O -12.947 16.709 -22.755 0.5 -0.6 -0.4
O -10.679 16.225 -23.947 0.6 -0.3 0.5
C -9.714 15.734 -22.967 0.2 -0.2 0.8
C -8.323 15.623 -23.616 -1.9 0.1 -0.5
O -12.782 16.204 -25.295 1.1 0.8 0.3
C -12.399 17.414 -26.016 -1.1 0.7 -1.5
C -13.603 18.359 -26.183 -0.6 -0.4 1.2
H -10.733 11.646 -24.575 0.1 0.0 0.1
H -10.956 12.507 -23.008 0.3 -0.3 -0.1
H -12.293 11.645 -23.739 -0.1 0.2 -0.1
H -10.829 13.944 -25.155 0.1 0.9 0.7
H -12.433 13.462 -25.477 -0.1 -0.2 -0.1
H -9.647 16.362 -22.078 -0.4 0.6 -0.3
H -10.066 14.793 -22.545 0.0 -0.3 -0.4
H -8.196 16.605 -24.074 0.6 -0.1 -0.1
H -7.510 15.344 -22.946 -0.3 0.1 0.1
H -8.468 14.872 -24.393 0.6 0.0 -0.2
H -11.528 17.976 -25.677 0.0 -0.5 0.7
H -12.174 17.121 -27.041 0.4 -0.5 0.1
H -13.998 18.615 -25.200 0.1 0.1 0.2
H -13.438 19.306 -26.695 0.5 -0.2 -0.2
H -14.436 17.849 -26.667 0.2 -0.1 -0.2
C -6.496 16.737 -16.925 0.0 -2.0 0.2
C -6.267 18.225 -16.775 -1.8 0.9 -3.0
C -6.185 18.831 -18.264 -3.0 0.0 0.6
F -5.977 20.125 -18.348 1.1 2.4 1.2
F -5.280 18.255 -19.003 1.9 -1.6 -0.7
F -7.330 18.791 -16.143 -0.2 0.0 -0.2
F -5.211 18.574 -16.083 1.4 -0.4 0.7
O -7.476 16.363 -17.962 0.2 -0.2 0.1
C -8.060 15.091 -17.796 1.9 1.5 -0.5
C -8.910 14.777 -19.062 -1.7 0.5 0.0
F -8.281 14.737 -20.244 1.1 -0.2 0.2
F -9.572 13.584 -18.930 0.6 0.1 0.4
F -7.098 14.165 -17.558 -0.3 -0.1 -0.3
F -8.827 15.141 -16.713 -0.8 -0.5 0.3
H -6.833 16.280 -15.994 0.0 0.4 0.2
H -5.547 16.258 -17.166 0.1 0.1 -0.2
H -7.148 18.778 -18.772 -0.4 -1.1 0.4
H -9.680 15.540 -19.170 -0.1 0.2 0.4
```
Forces are in eV/Å.

E_HOMO (spin up / spin down) (eV): -9.983 / -9.982
Kohn-Sham gap (spin up / spin down) (eV): 10.3 / 6.9
Spin multiplicity: 2

Results of the Mulliken charge analysis, in e, for atoms 1 through 5: atom 1 (O): -0.432, atom 2 (C): 0.881, atom 3 (O): -0.496, atom 4 (O): -0.135, atom 5 (H): 0.075